This record from the OMol25 dataset describes one molecule with the formula C29H24F13NO2 at a distorted geometry. The level of theory is ωB97M-V/def2-TZVPD.

```
69
Properties=species:S:1:pos:R:3:nbo_charge:R:1
C 2.36600 3.43945 3.77815 -0.63
C 1.77398 4.83088 3.29027 -0.40
C 0.34782 4.71928 2.62816 -0.25
C -0.07008 6.03760 1.82174 -0.61
C 0.14646 3.45810 1.72980 0.02
C -0.88856 2.52252 2.17319 -0.20
C -1.17890 1.34281 1.38059 -0.18
C -0.40424 1.13354 0.19350 -0.14
C 0.66142 2.01774 -0.27327 -0.04
C 0.93531 3.21024 0.51518 -0.01
C 2.06938 4.15725 0.03967 -0.52
C 1.63354 5.25089 -0.98087 0.35
C 0.27568 5.23410 -1.77221 -0.71
N 2.42000 6.23980 -1.15284 -0.64
C 1.45434 1.63619 -1.56526 0.55
O 1.83853 2.46416 -2.35023 -0.51
C 1.65894 0.11370 -1.76912 -0.13
C 2.82339 -0.49135 -2.36575 -0.16
C 2.92784 -1.93246 -2.55826 -0.21
C 1.83775 -2.81075 -2.13312 -0.01
C 1.84103 -4.35380 -2.31677 -0.43
C 0.38108 -4.98218 -2.45036 -0.47
C 0.05008 -5.77356 -1.14157 0.64
F 0.33859 -4.95212 -0.06763 -0.33
F 0.97765 -6.81430 -1.08353 -0.33
C -1.39924 -6.40698 -1.10022 0.58
F -1.22298 -7.77865 -1.00523 -0.30
F -2.05333 -6.22712 -2.29886 -0.30
C -2.27840 -6.00851 0.14156 0.60
F -1.65190 -6.30735 1.32609 -0.29
F -3.38232 -6.84392 0.11282 -0.30
C -2.72747 -4.49138 0.19267 0.59
F -2.46080 -3.81530 -0.96545 -0.30
F -1.96831 -3.87426 1.17537 -0.30
C -4.22560 -4.26853 0.64021 0.57
F -5.11783 -4.70936 -0.30458 -0.29
F -4.42637 -4.91765 1.83556 -0.30
C -4.59778 -2.75470 0.90856 0.93
F -4.35753 -1.93554 -0.12764 -0.28
F -4.07618 -2.27975 2.07378 -0.30
F -5.96374 -2.73689 1.10257 -0.32
C 0.69919 -2.17192 -1.50413 -0.13
C 0.58564 -0.75197 -1.32590 -0.12
C -0.66869 -0.12535 -0.68448 0.56
O -1.76499 -0.58086 -0.89399 -0.51
H 1.59385 2.63254 3.82266 0.22
H 3.25716 3.14328 3.16211 0.21
H 2.72734 3.56449 4.83653 0.21
H 1.63109 5.43277 4.23164 0.21
H 2.49071 5.41687 2.66720 0.21
H -0.38733 4.66660 3.47737 0.21
H -1.12095 6.29550 2.12490 0.22
H 0.64322 6.87881 1.97998 0.22
H -0.13264 5.80165 0.73023 0.21
H -1.46658 2.69183 3.11177 0.23
H -1.96675 0.63276 1.72373 0.24
H 2.83457 3.51600 -0.47762 0.26
H 2.60968 4.66094 0.87147 0.25
H 0.40486 5.18748 -2.87621 0.25
H -0.44716 4.47039 -1.37802 0.23
H -0.21003 6.22750 -1.55112 0.22
H 2.01973 6.90762 -1.82120 0.33
H 3.65338 0.18680 -2.67654 0.24
H 3.85109 -2.35228 -3.01948 0.23
H 2.39496 -4.83800 -1.46868 0.25
H 2.38701 -4.57967 -3.26215 0.23
H -0.38928 -4.23214 -2.73677 0.25
H 0.45909 -5.73186 -3.28137 0.25
H -0.13256 -2.80376 -1.13715 0.22
```

Calculated values
SMILES string	[H]/N=C(\C)Cc1c([C@H](C)CC)ccc2c1C(=O)c1ccc(CCC(F)(F)C(F)(F)C(F)(F)C(F)(F)C(F)(F)C(F)(F)F)cc1C2=O
HOMO energy	-9.23	eV
HOMO-LUMO gap	8.447	eV
total charge	0

---

This record from the OMol25 dataset describes C32H25N6O6Os as an isolated structure at a distorted geometry. The level of theory is ωB97M-V/def2-TZVPD.

```
70
Properties=species:S:1:pos:R:3:nbo_charge:R:1
Os -0.09278 -0.18855 0.34591 1.45
O 4.47652 2.97595 0.52614 -0.66
C 4.90848 1.71685 0.68566 0.37
C 6.27905 1.53510 0.87749 -0.28
C 6.79674 0.27094 1.04930 -0.13
C 5.96926 -0.85536 1.04046 -0.26
C 4.61796 -0.69029 0.86302 -0.14
C 4.06373 0.58906 0.68392 -0.21
C 2.62274 0.71205 0.53170 0.61
O 1.88573 -0.32902 0.76905 -0.60
N 2.07591 1.86742 0.21963 -0.44
N 0.73215 1.74127 0.30638 -0.19
C -0.02905 2.76525 0.30125 0.07
C -1.43165 2.47659 0.47149 0.18
C -2.40730 3.45610 0.48635 -0.21
C -3.72703 3.08940 0.67683 -0.11
C -4.02891 1.74683 0.83618 -0.24
C -3.00952 0.81381 0.80178 0.09
N -1.72580 1.16537 0.63913 -0.43
H 3.51653 2.96404 0.34535 0.51
H 6.91266 2.41130 0.88019 0.24
H 7.86318 0.15180 1.18964 0.23
H 6.38815 -1.84304 1.17005 0.23
H 3.95368 -1.54358 0.85210 0.23
H 0.37047 3.76756 0.21673 0.24
H -2.11684 4.48882 0.35312 0.25
H -4.50799 3.83731 0.69420 0.24
H -5.04405 1.40546 0.97590 0.25
H -3.22474 -0.23818 0.89742 0.25
C 0.70260 -0.02649 3.40229 -0.26
N -0.19380 -0.59646 2.39505 -0.42
C -1.14134 -1.39842 2.75176 0.14
C -1.89734 -1.98587 1.71295 0.03
C -2.92259 -2.90902 1.60622 -0.23
C -3.12067 -3.11909 0.23053 -0.29
C -2.20340 -2.33147 -0.44787 -0.01
N -1.46228 -1.63449 0.44214 -0.50
C 0.59888 1.47698 3.46701 0.03
C 1.74401 2.25929 3.37948 -0.23
C 1.65598 3.64420 3.41372 -0.20
C 0.41714 4.25673 3.54531 -0.21
C -0.73021 3.47943 3.65460 -0.20
C -0.63863 2.09662 3.61381 -0.25
H 1.72175 -0.30771 3.14066 0.23
H 0.47189 -0.47877 4.37007 0.21
H -1.30863 -1.63394 3.79821 0.22
H -3.44988 -3.38182 2.41875 0.24
H -3.83418 -3.78772 -0.22117 0.24
H -2.04393 -2.22963 -1.50953 0.22
H 2.71343 1.78394 3.27417 0.22
H 2.55505 4.24212 3.34015 0.23
H 0.34711 5.33607 3.58286 0.23
H -1.69564 3.95270 3.78266 0.22
H -1.53809 1.49503 3.69850 0.21
O 0.76117 -1.65950 -0.95877 -0.57
C 0.57265 -0.90814 -1.96871 0.75
O -0.11610 0.13053 -1.74881 -0.64
C 1.15569 -1.27098 -3.27020 -0.10
C 1.80741 -2.49165 -3.41459 -0.16
C 2.36723 -2.82549 -4.63464 -0.20
C 2.26095 -1.92100 -5.67552 0.07
C 1.62200 -0.70149 -5.55341 -0.20
C 1.05906 -0.37641 -4.33222 -0.16
N 2.86025 -2.27691 -6.98462 0.52
O 2.87092 -1.41186 -7.83282 -0.35
O 3.49046 -3.31031 -7.03277 -0.35
H 1.87360 -3.16733 -2.57369 0.24
H 2.87865 -3.76316 -4.79147 0.26
H 1.57440 -0.03536 -6.40162 0.26
H 0.54816 0.56675 -4.19426 0.24
```

Calculated values
HOMO energy	-11.05	eV
HOMO-LUMO gap	6.706	eV
total charge	+1

---

This record from the OMol25 dataset describes one molecule with the formula C3H3N5O6 at a distorted geometry. The level of theory is ωB97M-V/def2-TZVPD.

```
17
Properties=species:S:1:pos:R:3:nbo_charge:R:1
C 1.80982 0.55462 -0.61578 -0.08
C 1.92667 -0.56958 -1.25406 0.14
C -1.07626 -0.19280 1.21657 0.10
N 0.62635 1.09735 0.10084 -0.37
N -0.54953 0.52694 0.23262 -0.13
N 0.98231 -1.56454 -1.42600 0.44
N -0.38887 -0.47594 2.40547 0.46
N -1.56405 0.88073 -1.00134 0.68
O 1.24743 -2.73631 -1.38275 -0.32
O -0.14945 -1.09446 -1.65667 -0.42
O -1.01368 -1.09610 3.24435 -0.39
O 0.75552 -0.06945 2.51898 -0.42
O -2.60822 0.36776 -0.91358 -0.28
O -1.05744 1.65181 -1.72536 -0.31
H 2.59376 1.28786 -0.56006 0.24
H -2.05788 -0.61679 1.07340 0.26
H 0.52352 2.04891 -0.25662 0.40
```

Calculated values
HOMO energy (spin up / spin down)	-10.37 / -8.44	eV
HOMO-LUMO gap (spin up / spin down)	8.750 / 5.712	eV
relative energy (zero: lowest compared OMol25 entry of this formula, charge and spin)	6.841	eV
total charge	0

---

This record from the OMol25 dataset describes a 2-piece molecular cluster, C8H9FNO2 overall at a distorted geometry. The level of theory is ωB97M-V/def2-TZVPD.

```
21
Properties=species:S:1:pos:R:3:nbo_charge:R:1
C 2.25705 -0.46170 2.21113 -0.09
C 0.68063 1.41132 2.00686 -0.13
C 2.82615 0.18459 3.21066 -0.32
C 1.33831 2.10723 2.98388 -0.29
C 1.11422 0.15244 1.51571 -0.05
C 2.45476 1.46931 3.57515 0.51
C -1.22880 -1.83177 -2.03355 0.57
C -0.66087 -0.95894 -3.09511 -0.75
N 0.54979 -0.66975 0.55737 0.13
O -2.26087 -1.75038 -1.39763 -0.51
O -0.13565 -0.31001 -0.34074 -0.38
F 3.11549 2.06798 4.52536 -0.27
H 2.55063 -1.30379 1.66112 0.24
H -0.21051 1.93294 1.59344 0.23
H 3.65846 -0.28472 3.68313 0.25
H 1.06037 3.08472 3.27936 0.25
H -1.05908 -1.42589 -4.09427 0.30
H 0.42967 -1.19607 -3.18791 0.29
H -0.87299 0.11358 -3.03590 0.27
H -2.85355 -0.99785 -1.51883 0.54
H -0.63008 -2.77972 -2.01533 0.22
```

Calculated values
HOMO energy (spin up / spin down)	-12.21 / -12.21	eV
HOMO-LUMO gap (spin up / spin down)	7.525 / 7.527	eV
relative energy (zero: lowest compared OMol25 entry of this formula, charge and spin)	0.907	eV
total charge	+1